The following is a quantum chemistry calculation of an isolated ion of composition C7H10NO2 and charge +1 in a non-equilibrium geometry, from OMol25.

Values from the calculation:
net charge	+1
E_LUMO	-3.751	eV
strongest force on any atom	4.40	eV/Å
highest occupied orbital energy	-12.2907	eV
SMILES string	CC(=[NH2+])[C@]12OC=C[C@H]1[C@H]2O

Last column: natural (NBO) charge in e.
Positions of all 20 atoms, in Å:
C1 2.3174 -0.8078 0.1112  -0.676
C2 1.3665 0.3720 -0.1737  0.437
N1 1.9580 1.4862 -0.4581  -0.683
C3 -0.0641 0.1686 -0.1041  0.089
O1 -0.7019 1.4287 -0.2233  -0.505
C4 -1.9315 1.4149 0.4180  0.159
C5 -2.1035 0.2796 1.0278  -0.277
C6 -0.9606 -0.6773 0.8421  -0.286
C7 -1.0173 -1.2368 -0.5100  0.244
O2 -2.0383 -1.0237 -1.2623  -0.673
H1 3.0546 -0.7430 -0.6634  0.248
H2 2.5070 -0.6510 1.2379  0.270
H3 1.9000 -1.7712 0.1320  0.247
H4 1.3903 2.3819 -0.6168  0.460
H5 3.0011 1.5483 -0.4839  0.438
H6 -2.5757 2.3142 0.3091  0.244
H7 -2.8305 -0.0337 1.6534  0.237
H8 -0.6644 -1.0362 1.8338  0.273
H9 -0.4410 -2.1494 -0.8755  0.216
H10 -2.1661 -1.2641 -2.1942  0.538